1.
C3H4ClFO in the gas phase. Source: the Open Molecules 2025 dataset; level of theory: ωB97M-V with the def2-TZVPD basis set.

Its total charge is 0. Its structure (SMILES) is O=CC[C@H](F)Cl.

XYZ file:
```
10
Properties=species:S:1:pos:R:3:forces:R:3:lowdin_charge:R:1
O -1.85003 -0.74518 0.31630 -5.670 0.268 1.133 0.0823
C -0.85981 -1.27589 0.08363 4.488 0.197 -0.658 -0.3349
C 0.35150 -0.37683 0.05953 3.614 -1.592 3.112 -0.2072
C 0.44658 1.14457 0.12622 -3.504 0.030 1.435 -0.5735
F 0.19872 1.88275 1.32343 0.418 -1.725 -1.228 -0.0843
Cl -0.89249 1.70653 -1.00483 1.386 0.374 0.199 0.6345
H -0.60403 -2.25657 -0.44480 -0.874 0.255 0.845 0.1439
H 0.41575 -0.54812 -0.96663 1.562 0.023 -2.252 0.0649
H 1.34275 -0.86336 0.61200 -2.504 1.057 -1.535 0.1821
H 1.45104 1.33210 -0.10485 1.083 1.111 -1.052 0.0922
```
Forces are in eV/Å.

2.
C3H4ClFO in the gas phase. Source: the Open Molecules 2025 dataset; level of theory: ωB97M-V with the def2-TZVPD basis set.

Its total charge is 0. Its structure (SMILES) is CO/C=C(/F)Cl.

XYZ file:
```
10
Properties=species:S:1:pos:R:3:forces:R:3:lowdin_charge:R:1
C -1.51232 -0.47836 0.18340 -1.855 0.968 3.175 -0.1445
O -0.51435 -0.28586 -0.69142 2.623 0.539 -2.179 -0.1596
C 0.44743 0.59772 -0.32458 1.592 -0.655 -0.366 -0.1799
C 1.74780 0.25530 -0.22934 -2.025 -0.859 0.371 -0.6947
F 2.66484 1.17406 -0.00699 0.522 0.051 0.073 0.0383
Cl 2.26782 -1.40692 -0.13424 0.075 0.888 -0.331 0.7010
H -2.36471 0.25170 0.07147 0.439 -0.826 -0.371 0.1020
H -1.12420 -0.20461 1.21866 -0.630 -1.048 -0.754 0.1114
H -1.80700 -1.52318 0.06357 -0.411 0.260 0.490 0.0982
H 0.19467 1.62016 -0.15052 -0.330 0.683 -0.107 0.1278
```
Forces are in eV/Å.

3.
C3H4ClFS in the gas phase. Source: the Open Molecules 2025 dataset; level of theory: ωB97M-V with the def2-TZVPD basis set.

Its total charge is 0. Its structure (SMILES) is CS/C=C(/F)Cl.

XYZ file:
```
10
Properties=species:S:1:pos:R:3:forces:R:3:lowdin_charge:R:1
C 2.01814 -0.09872 0.07637 -1.016 -0.434 -2.437 -0.3666
S 0.42996 -1.05721 -0.07192 0.202 -0.529 0.423 0.8259
C -0.84619 0.13594 0.01415 1.009 -0.635 0.141 -0.4868
C -2.15232 0.03097 0.06952 -0.921 0.976 -0.777 -0.8169
F -2.89307 1.19569 -0.06901 0.507 -1.288 0.425 -0.0387
Cl -3.10958 -1.37748 0.00967 0.098 0.102 0.165 0.7184
H 2.76717 -0.86807 -0.12986 -0.053 -0.016 0.624 0.0261
H 2.08089 0.50551 -0.86402 -0.074 0.124 1.163 0.0471
H 2.15462 0.42997 0.99785 0.051 0.202 0.323 0.0288
H -0.44961 1.10342 -0.03275 0.197 1.498 -0.049 0.0626
```
Forces are in eV/Å.

4.
C3H4ClFS in the gas phase. Source: the Open Molecules 2025 dataset; level of theory: ωB97M-V with the def2-TZVPD basis set.

Its total charge is 0. Its structure (SMILES) is F[C@@H](Cl)CC=S.

XYZ file:
```
10
Properties=species:S:1:pos:R:3:forces:R:3:lowdin_charge:R:1
F 0.69586 -0.51186 -1.78056 -1.473 -0.458 -0.304 0.0087
C 1.08182 0.27139 -0.75306 -4.515 1.113 0.776 -0.7453
Cl 0.39951 1.91379 -0.78271 -0.286 0.579 -0.859 0.6605
C 0.79152 -0.23484 0.59368 0.803 -3.244 2.381 -0.3667
C -0.57948 -0.23502 1.26204 -3.361 0.166 -1.344 -0.6040
S -1.52402 -1.68504 1.26694 2.111 3.714 0.447 0.5909
H 2.02344 0.35556 -0.95825 5.858 0.958 -0.294 0.0502
H 1.43851 0.19533 1.38493 0.125 0.275 -0.843 0.1265
H 1.17378 -1.30884 0.49538 -0.807 1.009 0.556 0.1302
H -1.06894 0.98185 1.52199 1.544 -4.110 -0.517 0.1490
```
Forces are in eV/Å.

5.
A gas-phase ion, C3H4ClN2O (charge +1). Source: the Open Molecules 2025 dataset; level of theory: ωB97M-V with the def2-TZVPD basis set.

Its total charge is +1. Its structure (SMILES) is C=[N+]1CN(Cl)C1=O.

XYZ file:
```
11
Properties=species:S:1:pos:R:3:forces:R:3:lowdin_charge:R:1
C -1.61713 -0.52544 0.33598 -0.673 0.779 -0.254 0.2588
N -0.46630 -0.26942 -0.14066 -0.868 0.802 1.757 0.0366
C 0.24328 1.03467 -0.23925 0.416 -2.297 -2.040 -0.0633
N 1.51507 0.24339 -0.28475 -2.433 -1.230 -0.083 -0.4353
Cl 3.03758 0.91046 0.05670 -0.789 -0.766 -0.071 0.7688
C 0.78646 -1.07532 -0.11838 2.661 2.709 -1.453 -0.3392
O 1.02248 -2.20800 -0.17035 -0.232 -0.155 0.488 0.2588
H -2.41836 0.12309 0.67999 0.742 1.415 -0.466 0.1457
H -2.06170 -1.45816 0.42501 0.494 -2.599 0.037 0.1145
H 0.15244 1.67315 0.54638 -0.246 1.413 2.826 0.1041
H -0.19383 1.55159 -1.09067 0.928 -0.072 -0.740 0.1505
```
Forces are in eV/Å.

6.
C3H4ClNO in the gas phase. Source: the Open Molecules 2025 dataset; level of theory: ωB97M-V with the def2-TZVPD basis set.

Its total charge is 0. Its structure (SMILES) is [H]/N=C/[C@@H](Cl)C=O.

XYZ file:
```
10
Properties=species:S:1:pos:R:3:forces:R:3:lowdin_charge:R:1
H -1.06772 -1.62607 -1.69389 -1.237 -0.102 -1.486 0.0401
N -1.02518 -1.35243 -0.74182 1.149 -1.214 0.438 0.1381
C 0.08967 -0.76171 -0.67909 -1.331 1.122 1.695 -0.3463
C 0.54856 -0.21680 0.59269 -1.336 1.551 2.286 -0.6442
Cl 2.24119 0.26639 0.52411 0.192 0.126 0.023 0.6091
C -0.40773 1.28279 0.66277 0.678 -1.432 0.247 -0.1967
O -1.53693 1.34026 1.04720 1.587 -0.085 -0.471 0.0727
H 0.54588 -0.17373 -1.41572 1.071 -0.281 -2.322 0.0885
H 0.39976 -0.89881 1.47764 -0.145 1.028 -0.907 0.1187
H 0.21251 2.14011 0.22612 -0.628 -0.712 0.498 0.1201
```
Forces are in eV/Å.

no.,LUMO level (eV),Kohn-Sham gap (hartree)
1,0.69,0.3950
2,0.77,0.3671
3,0.78,0.3405
4,-0.93,0.2998
5,-6.33,0.3013
6,0.04,0.3619